one | Formula: C3H5N3O
Source: OMol25
Level of theory: ωB97M-V/def2-TZVPD

highest occupied orbital energy: -10.6 eV
LUMO level: 0.49 eV
HOMO-LUMO gap: 11.06 eV
SMILES: N#CCO.N=C=N

Element x y z (Å)
N (0.326, 1.390, -1.179)
C (-0.489, 0.819, -0.589)
C (-1.556, 0.086, 0.132)
O (-2.801, 0.723, 0.029)
H (-1.565, -0.947, -0.241)
H (-1.290, 0.047, 1.191)
H (-3.075, 0.720, -0.897)
N (2.910, 0.368, 0.198)
C (2.122, -0.521, 0.476)
N (1.326, -1.361, 0.901)
H (2.656, 0.982, -0.571)
H (1.436, -2.306, 0.551)

Atom charges from the Löwdin analysis, given in e for atoms 1 to 8: atom 1 (N): 0.1511, atom 2 (C): -0.1830, atom 3 (C): -0.2621, atom 4 (O): -0.0430, atom 5 (H): 0.1224, atom 6 (H): 0.1221, atom 7 (H): 0.0991, atom 8 (N): 0.1452

---

two | Formula: C3H5N3O
Source: OMol25
Level of theory: ωB97M-V/def2-TZVPD

highest occupied orbital energy: -10.1 eV
LUMO level: 0.86 eV
HOMO-LUMO gap: 10.98 eV
SMILES: OCc1nc[nH]n1

Element x y z (Å)
O (0.333, -1.096, 2.463)
C (-0.183, -0.094, 1.633)
C (0.007, -0.114, 0.108)
N (-0.666, 0.945, -0.460)
C (-0.467, 0.801, -1.734)
N (0.257, -0.306, -2.006)
N (0.633, -0.889, -0.759)
H (1.275, -1.197, 2.297)
H (0.136, 0.916, 1.947)
H (-1.268, -0.113, 1.781)
H (-0.871, 1.540, -2.412)
H (0.814, -0.393, -2.859)

Atom charges from the Löwdin analysis, given in e for atoms 1 to 8: atom 1 (O): -0.0494, atom 2 (C): -0.2144, atom 3 (C): -0.3400, atom 4 (N): 0.0907, atom 5 (C): -0.2042, atom 6 (N): 0.0114, atom 7 (N): 0.1064, atom 8 (H): 0.0890

---

Which one sits at the bottom of the stability order? one does.

---

one | Formula: C3H5N3O
Source: OMol25
Level of theory: ωB97M-V/def2-TZVPD

highest occupied orbital energy (spin up / spin down): -8.9 / -9.7 eV
LUMO level (spin up / spin down): -2.14 / -1.51 eV
HOMO-LUMO gap (spin up / spin down): 6.76 / 8.23 eV

Element x y z (Å)
N (0.272, -1.223, 1.121)
C (0.120, 0.012, 0.776)
C (-0.502, 1.078, 1.485)
O (-0.524, 2.138, 0.738)
N (-0.057, 1.933, -0.564)
C (0.363, 0.641, -0.557)
N (0.779, -0.101, -1.539)
H (-0.038, -2.312, -0.798)
H (1.008, -1.628, 0.556)
H (-0.828, 1.168, 2.511)
H (0.237, -1.770, -1.326)
H (0.590, 0.320, -2.447)

Atom charges from the Löwdin analysis, given in e for atoms 1 to 8: atom 1 (N): 0.1588, atom 2 (C): -0.3085, atom 3 (C): -0.0228, atom 4 (O): -0.0013, atom 5 (N): 0.1268, atom 6 (C): -0.4111, atom 7 (N): 0.1125, atom 8 (H): 0.0635

---

two | Formula: C3H5N3O
Source: OMol25
Level of theory: ωB97M-V/def2-TZVPD

highest occupied orbital energy: -8.6 eV
LUMO level: 0.54 eV
HOMO-LUMO gap: 9.14 eV
SMILES: [H]/N=N\CCN=C=O

Element x y z (Å)
H (-0.437, -1.326, -1.317)
N (-0.733, -1.830, -0.435)
N (-1.222, -1.211, 0.473)
C (-1.007, 0.166, 0.711)
C (-0.125, 0.748, -0.340)
N (1.205, 0.267, -0.534)
C (2.266, 0.161, 0.005)
O (3.316, -0.078, 0.400)
H (-0.577, 0.065, 1.662)
H (-1.982, 0.578, 0.826)
H (-0.699, 0.708, -1.358)
H (-0.005, 1.752, -0.094)

Atom charges from the Löwdin analysis, given in e for atoms 1 to 8: atom 1 (H): 0.0657, atom 2 (N): 0.0561, atom 3 (N): -0.1078, atom 4 (C): -0.2159, atom 5 (C): -0.2304, atom 6 (N): 0.1161, atom 7 (C): -0.3346, atom 8 (O): 0.1799

---

Which one sits at the bottom of the stability order? one does.

---

one | Formula: C3H5N3O
Source: OMol25
Level of theory: ωB97M-V/def2-TZVPD

highest occupied orbital energy (spin up / spin down): -9.4 / -9.4 eV
LUMO level (spin up / spin down): -1.55 / -1.55 eV
HOMO-LUMO gap (spin up / spin down): 7.83 / 7.83 eV

Element x y z (Å)
O (1.790, -1.809, -1.571)
C (1.361, -0.602, -1.018)
C (0.154, -0.778, -0.153)
N (-0.759, -1.315, 0.353)
N (-2.154, 0.710, 1.662)
C (-1.125, 1.258, 1.164)
N (-0.069, 1.039, 0.470)
H (1.094, -2.150, -2.149)
H (1.112, 0.166, -1.762)
H (2.166, -0.213, -0.392)
H (-2.766, 1.341, 2.169)
H (-0.804, 2.353, 1.227)

Atom charges from the Löwdin analysis, given in e for atoms 1 to 8: atom 1 (O): -0.0329, atom 2 (C): -0.2455, atom 3 (C): -0.2653, atom 4 (N): 0.2445, atom 5 (N): 0.1011, atom 6 (C): -0.5472, atom 7 (N): 0.1702, atom 8 (H): 0.1032

---

two | Formula: C3H5N3O
Source: OMol25
Level of theory: ωB97M-V/def2-TZVPD

highest occupied orbital energy: -10.0 eV
LUMO level: 0.51 eV
HOMO-LUMO gap: 10.49 eV
SMILES: CN=C=O.N#CN

Element x y z (Å)
C (-0.461, 1.194, 1.657)
N (0.026, 0.214, 0.694)
C (0.976, -0.418, 1.005)
O (1.947, -0.949, 1.402)
H (0.035, 1.139, 2.634)
H (-1.532, 1.034, 1.816)
H (-0.322, 2.206, 1.263)
N (-1.655, 0.329, -2.124)
C (-0.680, -0.289, -2.015)
N (0.343, -1.159, -2.108)
H (0.968, -1.459, -1.358)
H (0.354, -1.844, -2.868)

Atom charges from the Löwdin analysis, given in e for atoms 1 to 8: atom 1 (C): -0.0715, atom 2 (N): 0.0542, atom 3 (C): -0.3712, atom 4 (O): 0.1586, atom 5 (H): 0.0877, atom 6 (H): 0.0836, atom 7 (H): 0.0860, atom 8 (N): 0.1120

---

Which one sits at the bottom of the stability order? one does.

---

one | Formula: C3H5N3O
Source: OMol25
Level of theory: ωB97M-V/def2-TZVPD

highest occupied orbital energy: -7.2 eV
LUMO level: 0.60 eV
HOMO-LUMO gap: 7.83 eV

Element x y z (Å)
N (-1.765, -1.686, 0.335)
C (-0.727, -0.723, 0.064)
C (-0.131, 0.222, 0.800)
N (0.887, 1.041, 0.246)
C (1.345, 0.859, -0.988)
O (2.267, 1.828, -1.210)
N (-1.012, -1.471, -0.975)
H (-2.738, -1.399, 0.344)
H (-1.550, -2.542, 0.838)
H (-0.397, 0.384, 1.835)
H (1.237, 1.807, 0.818)
H (2.584, 1.679, -2.107)

Atom charges from the Löwdin analysis, given in e for atoms 1 to 8: atom 1 (N): 0.0620, atom 2 (C): -0.4297, atom 3 (C): -0.1147, atom 4 (N): -0.0375, atom 5 (C): -0.1696, atom 6 (O): -0.0354, atom 7 (N): 0.1283, atom 8 (H): 0.1446

---

two | Formula: C3H5N3O
Source: OMol25
Level of theory: ωB97M-V/def2-TZVPD

highest occupied orbital energy: -9.3 eV
LUMO level: 0.70 eV
HOMO-LUMO gap: 10.01 eV
SMILES: Nc1conc1N

Element x y z (Å)
N (-0.414, -1.659, 0.526)
C (-0.242, -0.250, 0.355)
C (-0.820, 0.362, 1.385)
O (-0.622, 1.702, 1.302)
N (0.118, 1.947, 0.118)
C (0.363, 0.776, -0.430)
N (1.152, 0.622, -1.562)
H (-0.931, -2.146, -0.178)
H (0.381, -2.162, 0.876)
H (-1.135, -0.698, 1.844)
H (0.747, 0.000, -2.250)
H (1.402, 1.506, -1.985)

Atom charges from the Löwdin analysis, given in e for atoms 1 to 8: atom 1 (N): 0.0413, atom 2 (C): -0.2965, atom 3 (C): -0.0859, atom 4 (O): -0.0434, atom 5 (N): 0.1046, atom 6 (C): -0.3640, atom 7 (N): 0.1138, atom 8 (H): 0.0795

---

Which one sits at the bottom of the stability order? one does.

---

one | Formula: C3H5N3O
Source: OMol25
Level of theory: ωB97M-V/def2-TZVPD

highest occupied orbital energy: -7.6 eV
LUMO level: 0.50 eV
HOMO-LUMO gap: 8.06 eV

Element x y z (Å)
N (-1.626, -0.689, -1.117)
C (-0.500, -0.229, -0.308)
C (0.210, 0.678, -1.036)
N (1.192, 0.962, -0.090)
C (0.972, 0.231, 1.035)
O (1.817, 0.355, 2.078)
N (-0.082, -0.544, 0.969)
H (-2.565, -0.435, -0.794)
H (-1.627, -1.673, -1.401)
H (-1.234, -0.016, -1.878)
H (1.953, 1.607, -0.217)
H (1.490, -0.247, 2.759)

Atom charges from the Löwdin analysis, given in e for atoms 1 to 8: atom 1 (N): 0.1483, atom 2 (C): -0.4713, atom 3 (C): -0.1092, atom 4 (N): 0.0587, atom 5 (C): -0.5010, atom 6 (O): 0.0808, atom 7 (N): 0.1373, atom 8 (H): 0.1471

---

two | Formula: C3H5N3O
Source: OMol25
Level of theory: ωB97M-V/def2-TZVPD

highest occupied orbital energy (spin up / spin down): -7.5 / -7.2 eV
LUMO level (spin up / spin down): -0.29 / -0.73 eV
HOMO-LUMO gap (spin up / spin down): 7.18 / 6.52 eV

Element x y z (Å)
O (0.271, -1.993, -1.677)
C (0.977, -1.121, -0.959)
C (0.546, -0.496, 0.187)
N (-0.842, -0.612, 0.400)
N (-1.127, 0.500, 0.936)
C (0.045, 1.408, 0.776)
N (1.127, 0.543, 0.828)
H (-0.623, -2.015, -1.294)
H (-0.324, 1.622, -0.368)
H (1.966, -0.904, -1.354)
H (-2.079, 0.820, 1.036)
H (0.064, 2.248, 1.489)

Atom charges from the Löwdin analysis, given in e for atoms 1 to 8: atom 1 (O): 0.0493, atom 2 (C): -0.0824, atom 3 (C): -0.4162, atom 4 (N): 0.0944, atom 5 (N): -0.0261, atom 6 (C): -0.2788, atom 7 (N): 0.0171, atom 8 (H): 0.1043

---

Which one sits at the bottom of the stability order? two does.

---

one | Formula: C3H5N3O
Source: OMol25
Level of theory: ωB97M-V/def2-TZVPD

highest occupied orbital energy: -7.6 eV
LUMO level: 0.86 eV
HOMO-LUMO gap: 8.45 eV
SMILES: Nc1c[nH]c(O)n1

Element x y z (Å)
N (2.120, 0.651, -0.300)
C (0.831, 0.146, -0.107)
C (0.406, -1.149, -0.004)
N (-0.991, -1.055, 0.107)
C (-1.282, 0.257, 0.066)
O (-2.562, 0.661, 0.108)
N (-0.233, 1.026, -0.056)
H (2.837, 0.109, 0.164)
H (2.167, 1.621, -0.015)
H (0.873, -2.088, -0.254)
H (-1.621, -1.782, 0.406)
H (-2.546, 1.603, -0.115)

Atom charges from the Löwdin analysis, given in e for atoms 1 to 8: atom 1 (N): 0.0865, atom 2 (C): -0.4149, atom 3 (C): -0.0686, atom 4 (N): 0.0999, atom 5 (C): -0.4898, atom 6 (O): 0.0957, atom 7 (N): 0.1552, atom 8 (H): 0.0823

---

two | Formula: C3H5N3O
Source: OMol25
Level of theory: ωB97M-V/def2-TZVPD

highest occupied orbital energy: -10.0 eV
LUMO level: 0.83 eV
HOMO-LUMO gap: 10.80 eV

Element x y z (Å)
C (-0.534, 1.378, -0.842)
N (0.174, 0.233, -0.289)
C (-0.401, -0.511, 0.775)
N (0.370, -1.517, 1.244)
C (1.687, 0.166, -0.547)
O (-1.492, -0.213, 1.208)
N (1.155, -0.599, -1.352)
H (1.206, -1.814, 0.771)
H (-0.029, -2.102, 1.956)
H (0.106, 2.260, -0.796)
H (-1.431, 1.535, -0.249)
H (-0.812, 1.183, -1.879)

Atom charges from the Löwdin analysis, given in e for atoms 1 to 8: atom 1 (C): -0.0317, atom 2 (N): -0.1914, atom 3 (C): -0.5659, atom 4 (N): 0.1903, atom 5 (C): -0.1186, atom 6 (O): 0.0734, atom 7 (N): 0.1756, atom 8 (H): 0.0782

---

Which one sits at the bottom of the stability order? two does.